The following is a DFT calculation (the ωB97M-V functional and the def2-TZVPD basis) of C21H24N2O2 in the gas phase.

Geometry (Å):
C  -5.568  -0.143  -0.222
H  -4.974  -1.017  0.036
H  -6.593  -0.311  0.102
H  -5.560  -0.037  -1.304
C  -4.999  1.118  0.433
C  -3.577  1.350  0.007
C  -3.243  2.252  -0.984
C  -1.920  2.447  -1.381
C  -0.882  1.740  -0.816
C  -1.174  0.800  0.174
C  -2.523  0.635  0.574
N  -2.554  -0.299  1.579
C  -1.296  -0.716  1.839
C  -0.400  -0.090  1.000
C  1.017  -0.422  1.024
O  1.532  -0.979  1.973
C  1.861  -0.130  -0.227
N  2.649  -1.307  -0.565
H  2.879  -1.779  0.307
C  2.034  -2.219  -1.501
H  2.732  -3.048  -1.648
H  1.923  -1.701  -2.460
C  0.644  -2.775  -1.115
O  0.568  -3.334  0.174
C  1.289  -4.528  0.342
H  1.000  -5.272  -0.412
H  1.035  -4.898  1.333
H  2.371  -4.372  0.289
H  0.343  -3.518  -1.872
H  -0.092  -1.966  -1.108
C  2.767  1.054  0.063
C  2.282  2.159  0.753
C  3.104  3.244  1.001
C  4.418  3.238  0.566
C  4.907  2.138  -0.117
C  4.086  1.052  -0.367
H  4.458  0.188  -0.895
H  5.932  2.124  -0.457
H  5.058  4.086  0.762
H  2.716  4.096  1.540
H  1.261  2.173  1.106
H  1.218  0.110  -1.079
H  -1.080  -1.462  2.579
H  -3.385  -0.623  2.044
H  0.132  1.934  -1.128
H  -1.708  3.177  -2.148
H  -4.025  2.831  -1.455
H  -5.054  1.024  1.521
H  -5.608  1.976  0.143

Output
SMILES	CCc1cccc2c(C(=O)[C@H](NCCOC)c3ccccc3)c[nH]c12
frontier orbital gap	8.797	eV
E_LUMO	0.02296	Eh

The net atomic charges from natural (NBO), expressed in e, are:
1. C -0.60
2. H 0.20
3. H 0.21
4. H 0.21
5. C -0.42
6. C -0.02
7. C -0.23
8. C -0.20
9. C -0.24
10. C 0.00
11. C 0.11
12. N -0.51
13. C 0.08
14. C -0.29
15. C 0.60
16. O -0.57
17. C -0.17
18. N -0.62
19. H 0.38
20. C -0.24
21. H 0.20
22. H 0.19
23. C -0.09
24. O -0.54
25. C -0.25
26. H 0.16
27. H 0.20
28. H 0.16
29. H 0.17
30. H 0.19
31. C -0.04
32. C -0.16
33. C -0.22
34. C -0.22
35. C -0.21
36. C -0.20
37. H 0.23
38. H 0.21
39. H 0.21
40. H 0.21
41. H 0.20
42. H 0.21
43. H 0.23
44. H 0.42
45. H 0.22
46. H 0.21
47. H 0.21
48. H 0.20
49. H 0.22



The following is a DFT calculation (the ωB97M-V functional and the def2-TZVPD basis) of C6H11N in the gas phase at a distorted geometry.

Geometry (Å):
C  0.957  1.619  -1.783
C  -0.151  0.734  -1.220
C  0.123  0.185  0.191
C  -1.066  -0.651  0.710
C  -0.770  -1.452  1.975
C  1.356  -0.620  0.203
N  2.309  -1.276  0.226
H  0.693  1.962  -2.789
H  1.905  1.075  -1.854
H  1.119  2.505  -1.158
H  -1.095  1.291  -1.176
H  -0.318  -0.119  -1.890
H  0.299  1.027  0.877
H  -1.900  0.042  0.880
H  -1.381  -1.336  -0.088
H  -0.430  -0.808  2.793
H  -1.665  -1.981  2.318
H  0.014  -2.193  1.785

Output
SMILES	CCC(C#N)CC
frontier orbital gap	12.339	eV
E_LUMO	0.03510	Eh

The net atomic charges from natural (NBO), expressed in e, are:
1. C -0.61
2. C -0.37
3. C -0.33
4. C -0.37
5. C -0.61
6. C 0.29
7. N -0.34
8. H 0.22
9. H 0.22
10. H 0.20
11. H 0.21
12. H 0.21
13. H 0.24
14. H 0.21
15. H 0.21
16. H 0.21
17. H 0.22
18. H 0.22



The following is a DFT calculation (the ωB97M-V functional and the def2-TZVPD basis) of 2 unconnected molecules or ions with the total composition FH3N2O2S at a distorted geometry.

Geometry (Å):
N  -0.449  -1.258  0.231
N  -0.153  -0.231  -0.336
O  2.201  -1.132  0.167
O  1.689  1.210  0.754
F  -0.281  2.356  -0.181
S  1.917  0.206  -0.308
H  0.419  -1.829  0.381
H  0.545  2.091  0.295
H  -0.912  0.458  -0.468

Output
frontier orbital gap	9.968	eV
E_LUMO	-0.02636	Eh

The net atomic charges from natural (NBO), expressed in e, are:
1. N -0.18
2. N -0.32
3. O -0.92
4. O -0.96
5. F -0.63
6. S 1.67
7. H 0.36
8. H 0.56
9. H 0.41



The following is a DFT calculation (the ωB97M-V functional and the def2-TZVPD basis) of a molecular structure, C26H34N2O5S at a distorted geometry.

Geometry (Å):
C  -4.271  -1.821  3.620
H  -4.420  -0.786  3.743
O  -3.666  -1.891  2.204
C  -2.601  -1.382  1.859
C  -1.932  -0.693  2.598
C  -0.847  0.033  2.415
C  -0.380  -0.177  1.248
C  -1.007  -0.858  0.091
C  -2.202  -1.518  0.492
O  -2.650  -2.353  -0.411
C  -3.690  -3.115  -0.093
H  -3.383  -3.882  0.579
H  -4.578  -3.080  0.059
H  -3.714  -3.792  -1.001
H  -0.658  -1.054  -0.925
C  0.908  0.622  0.798
N  1.844  -0.343  -0.140
C  1.527  -0.206  -1.438
O  0.883  0.745  -2.076
C  2.159  -1.195  -2.274
C  1.137  -2.352  -2.512
C  -0.016  -2.367  -3.083
C  -0.707  -3.473  -2.889
C  -0.289  -4.261  -1.729
S  1.213  -3.462  -1.496
H  -0.541  -5.182  -1.477
H  -1.581  -4.026  -3.493
H  -0.078  -1.598  -4.055
H  3.073  -1.624  -1.921
H  2.332  -0.866  -3.324
C  2.858  -0.850  0.392
H  2.601  -1.033  1.385
H  2.875  -1.950  0.097
C  4.244  -0.499  0.224
C  4.382  0.997  0.759
H  5.327  1.720  0.319
C  4.720  0.847  2.069
H  3.762  0.767  3.069
C  5.441  -0.445  2.252
H  6.426  -0.201  2.392
O  5.271  -1.214  1.158
H  5.021  -1.074  3.298
H  5.180  1.601  2.711
H  3.499  1.545  0.574
H  4.448  -0.394  -0.879
H  1.715  0.809  1.562
C  0.847  1.937  0.060
O  1.849  2.639  -0.087
N  -0.486  2.482  -0.297
H  -1.327  1.712  -0.164
C  -0.858  3.657  -0.933
C  -1.113  3.391  -2.435
C  -2.471  3.485  -2.687
H  -2.961  2.531  -3.117
C  -3.139  3.308  -1.065
H  -4.200  3.934  -0.923
H  -3.371  2.281  -0.911
C  -2.302  4.122  -0.284
H  -2.274  5.286  -0.487
H  -2.174  3.910  1.021
H  -2.863  4.296  -3.152
H  -0.572  4.077  -2.903
H  -0.691  2.374  -2.707
H  -0.213  4.278  -0.615
H  -0.256  0.646  3.105
H  -2.283  -0.428  3.787
H  -3.606  -2.285  4.342
H  -5.171  -2.301  3.701

Output
frontier orbital gap	8.591	eV
E_LUMO	0.01647	Eh

The net atomic charges from natural (NBO), expressed in e, are:
1. C -0.23
2. H 0.19
3. O -0.49
4. C 0.18
5. C -0.18
6. C -0.27
7. C -0.05
8. C -0.24
9. C 0.29
10. O -0.45
11. C -0.23
12. H 0.16
13. H 0.17
14. H 0.17
15. H 0.24
16. C -0.13
17. N -0.42
18. C 0.69
19. O -0.64
20. C -0.50
21. C -0.34
22. C -0.28
23. C -0.22
24. C -0.47
25. S 0.62
26. H 0.22
27. H 0.23
28. H 0.23
29. H 0.23
30. H 0.26
31. C -0.28
32. H 0.23
33. H 0.20
34. C 0.10
35. C -0.47
36. H 0.21
37. C -0.40
38. H 0.13
39. C -0.04
40. H 0.17
41. O -0.52
42. H 0.13
43. H 0.24
44. H 0.27
45. H 0.20
46. H 0.25
47. C 0.71
48. O -0.64
49. N -0.64
50. H 0.39
51. C -0.03
52. C -0.47
53. C -0.36
54. H 0.20
55. C -0.45
56. H 0.20
57. H 0.22
58. C -0.40
59. H 0.22
60. H 0.21
61. H 0.20
62. H 0.22
63. H 0.25
64. H 0.20
65. H 0.23
66. H 0.18
67. H 0.19
68. H 0.20



The following is a DFT calculation (the ωB97M-V functional and the def2-TZVPD basis) of a gas-phase ion, C3H9ClN3 (charge +1) at a distorted geometry.

Geometry (Å):
C  1.408  -0.682  -0.062
C  -0.789  0.647  0.463
C  -0.372  -0.514  -0.579
N  1.732  -1.779  0.401
N  -1.098  -1.621  -0.360
N  -0.331  1.925  -0.092
Cl  2.433  0.750  -0.135
H  -0.244  0.439  1.438
H  -1.891  0.683  0.443
H  -0.504  -0.198  -1.664
H  2.553  -1.759  0.931
H  -0.902  -2.433  -0.921
H  -1.430  -1.796  0.630
H  0.722  1.717  0.019
H  -0.450  2.678  0.557
H  -0.836  1.943  -1.069

Output
SMILES	[H]/N=C(\Cl)[C@@H](N)C[NH3+]
charge	+1
frontier orbital gap	9.570	eV
E_LUMO	-0.13271	Eh

The net atomic charges from natural (NBO), expressed in e, are:
1. C 0.19
2. C -0.27
3. C -0.01
4. N -0.60
5. N -0.82
6. N -0.73
7. Cl -0.01
8. H 0.25
9. H 0.24
10. H 0.21
11. H 0.37
12. H 0.42
13. H 0.40
14. H 0.45
15. H 0.44
16. H 0.47



The following is a DFT calculation (the ωB97M-V functional and the def2-TZVPD basis) of 6 unconnected molecules or ions with the total composition C20H40Cl2NO14S7 at a distorted geometry.

Geometry (Å):
O  -6.626  -5.423  0.983
S  -6.746  -5.184  -0.546
O  -6.663  -6.567  -1.303
Cl  -5.025  -4.045  -1.068
N  -8.114  -4.209  -1.031
S  -9.632  -5.046  -0.824
O  -9.967  -6.052  -1.986
O  -10.762  -3.949  -0.832
Cl  -9.827  -6.097  0.969
C  -3.068  -3.052  3.902
C  -3.718  -1.670  3.860
C  -3.155  -0.936  2.643
S  -2.715  -2.198  1.458
O  -1.278  -2.187  1.286
O  -3.631  -2.139  0.336
C  -3.150  -3.590  2.482
H  -3.570  -3.715  4.613
H  -2.020  -2.958  4.209
H  -4.804  -1.780  3.754
H  -3.533  -1.107  4.780
H  -3.895  -0.264  2.201
H  -2.250  -0.378  2.896
H  -2.465  -4.419  2.296
H  -4.174  -3.884  2.230
C  0.514  3.947  3.976
C  1.591  3.152  4.714
C  0.908  1.952  5.367
S  -0.516  1.575  4.356
O  -1.711  1.823  5.134
O  -0.289  0.325  3.660
C  -0.302  2.920  3.206
H  0.948  4.698  3.309
H  -0.124  4.466  4.702
H  2.342  2.804  3.995
H  2.108  3.766  5.458
H  1.570  1.082  5.401
H  0.556  2.191  6.374
H  -1.275  3.296  2.886
H  0.256  2.538  2.346
C  -0.668  3.741  -2.700
C  -1.335  2.415  -2.339
C  -0.771  1.970  -0.991
S  -0.303  3.462  -0.128
O  1.135  3.470  0.034
O  -1.210  3.674  0.983
C  -0.730  4.590  -1.440
H  -1.168  4.232  -3.540
H  0.377  3.565  -2.983
H  -2.418  2.562  -2.255
H  -1.166  1.654  -3.108
H  -1.515  1.428  -0.403
H  0.125  1.355  -1.115
H  -0.032  5.430  -1.452
H  -1.747  4.948  -1.256
C  3.985  0.460  -4.568
C  4.016  1.185  -5.913
C  3.179  2.456  -5.768
S  3.266  2.917  -4.044
O  1.946  2.789  -3.466
O  4.057  4.125  -3.914
C  4.251  1.528  -3.518
H  4.728  -0.342  -4.522
H  2.996  0.016  -4.410
H  5.051  1.452  -6.160
H  3.637  0.553  -6.722
H  3.573  3.269  -6.382
H  2.130  2.274  -6.018
H  3.958  1.223  -2.511
H  5.300  1.839  -3.527
C  4.732  -3.029  0.502
C  4.082  -1.646  0.460
C  4.645  -0.913  -0.757
S  5.085  -2.175  -1.942
O  6.522  -2.164  -2.114
O  4.169  -2.116  -3.063
C  4.650  -3.567  -0.918
H  4.230  -3.691  1.213
H  5.780  -2.935  0.809
H  2.996  -1.757  0.354
H  4.267  -1.084  1.380
H  3.905  -0.241  -1.199
H  5.550  -0.354  -0.504
H  5.335  -4.396  -1.104
H  3.626  -3.860  -1.170

Output
charge	-1
frontier orbital gap	7.769	eV
E_LUMO	0.05553	Eh

The net atomic charges from Mulliken, expressed in e, are:
1. O -0.52
2. S 0.90
3. O -0.53
4. Cl -0.19
5. N -0.28
6. S 0.89
7. O -0.54
8. O -0.57
9. Cl -0.17
10. C -0.61
11. C -0.75
12. C 0.25
13. S 1.07
14. O -0.63
15. O -0.64
16. C -0.65
17. H 0.35
18. H 0.29
19. H 0.36
20. H 0.31
21. H 0.41
22. H -0.41
23. H 0.39
24. H 0.31
25. C -0.69
26. C -0.61
27. C -0.74
28. S 1.28
29. O -0.76
30. O -0.71
31. C -0.39
32. H 0.28
33. H 0.33
34. H 0.28
35. H 0.35
36. H 0.35
37. H 0.35
38. H 0.59
39. H 0.08
40. C 0.14
41. C -0.89
42. C -0.57
43. S 1.23
44. O -0.70
45. O -0.66
46. C -0.99
47. H 0.42
48. H -0.10
49. H 0.39
50. H 0.36
51. H 0.35
52. H 0.33
53. H 0.44
54. H 0.39
55. C -0.42
56. C -0.78
57. C -0.72
58. S 1.13
59. O -0.66
60. O -0.75
61. C -0.40
62. H 0.38
63. H 0.26
64. H 0.30
65. H 0.38
66. H 0.36
67. H 0.36
68. H 0.01
69. H 0.33
70. C -0.63
71. C -0.83
72. C 0.05
73. S 1.18
74. O -0.68
75. O -0.64
76. C -0.75
77. H 0.36
78. H 0.30
79. H 0.31
80. H 0.35
81. H -0.21
82. H 0.46
83. H 0.40
84. H 0.36